No. 1
The following is a quantum chemistry calculation of a structure of composition C25H44OP2Sc, from the Open Molecules 2025 dataset.

The geometry in XYZ format:
```
73
C25H44OP2Sc, DFT ωB97M-V/def2-TZVPD
H -0.331 -3.629 -4.203
H 2.862 -1.434 -2.979
H 0.428 -8.222 -2.534
C 2.204 -3.373 -0.330
P -2.416 -4.093 -2.259
H -3.437 -3.672 -0.122
H 0.923 -4.641 -1.493
H -3.874 -3.481 -4.086
H -1.102 -3.197 0.009
C -1.738 -5.771 -2.007
Sc -1.531 -0.084 0.251
C 0.574 -7.415 -1.800
H -1.797 -6.068 -0.945
H -1.316 -2.099 -2.454
P 0.014 -5.808 -2.506
H -4.419 -3.020 -1.476
C -2.524 2.877 1.484
C -0.865 -3.083 -2.173
C -2.970 2.295 -1.626
H -2.261 -3.813 -4.717
H 2.274 -3.983 -3.174
H 0.842 1.179 -2.996
C -0.227 1.097 -2.761
C 1.574 -3.124 -3.273
H -2.744 2.320 -2.697
C 0.862 -4.005 -0.557
H 1.727 -2.815 -4.318
C -0.232 1.861 0.902
C -1.562 2.250 0.552
C 0.415 1.366 -0.273
O -2.415 -1.178 1.735
C -0.764 -1.101 3.567
H -4.417 -4.772 -1.126
H -0.510 -5.412 -4.838
C 1.855 1.002 -0.361
H 0.047 -1.964 -0.507
C 0.179 -6.055 -4.283
H 1.208 -5.796 -4.559
H 0.005 -7.665 -0.892
H -0.010 -7.101 -4.539
H 0.168 1.154 2.902
H 2.020 0.043 -0.869
H -2.237 -6.550 -2.612
C -0.299 -2.999 -0.725
H -0.786 1.717 -3.468
H 1.471 2.067 2.131
H 2.314 0.888 0.626
H 0.019 2.899 2.743
H 1.250 -1.173 -2.334
H -0.759 -0.104 4.023
H 1.642 -7.359 -1.553
H -3.385 3.273 -1.353
H -3.028 2.155 2.147
H -0.515 0.057 -2.982
H 2.436 1.759 -0.911
H 3.639 -1.926 -0.848
C -1.738 2.015 -0.852
H -1.995 3.597 2.124
H 0.638 -4.706 0.259
H -3.767 1.555 -1.460
C 0.133 -3.620 -3.196
H 0.287 -1.395 3.493
C -1.236 -0.967 2.158
C 0.385 1.998 2.239
H -3.319 -5.159 -4.260
H -3.288 3.419 0.918
C 2.685 -2.402 -1.127
C -3.004 -4.142 -3.981
C -3.792 -3.862 -1.144
C -0.510 1.481 -1.358
H -1.291 -1.781 4.247
H 2.752 -3.705 0.560
C 2.058 -1.937 -2.416
```

For the orbital gap (spin up / spin down), the calculation gives 3.638 / 3.633 eV. As for the net charge: +1. For the HOMO energy (spin up / spin down), the calculation gives -6.9689 / -6.9641 eV.

No. 2
The following is a quantum chemistry calculation of a structure of composition C25H45AlBeBr3Cl3F5N4O11S2, from the Open Molecules 2025 dataset.

The geometry in XYZ format:
```
100
C25H45AlBeBr3Cl3F5N4O11S2, DFT ωB97M-V/def2-TZVPD
O -1.709 3.968 -5.505
H -0.461 -1.565 -6.316
H 1.914 -0.629 1.803
H -6.552 0.321 -3.716
H -1.092 -2.819 -0.360
Br 0.880 -2.661 -0.027
C 2.447 1.847 2.738
C -5.862 0.111 -2.897
H 0.605 -1.546 5.368
H 3.221 3.957 5.267
H 3.452 6.883 6.189
C 1.899 0.213 5.657
C -3.726 -0.567 -4.289
C 3.138 -0.426 5.002
C -0.847 -0.243 -4.381
H -1.042 -4.374 -5.198
C -2.331 -0.666 -0.728
H -0.227 2.259 2.548
H 0.288 -1.885 -1.901
Br 5.078 5.253 7.141
Br 4.060 5.602 3.604
N -1.557 -4.245 -3.126
N 3.179 4.358 -0.427
O 4.692 2.751 0.740
H 3.897 0.344 4.851
H -0.384 0.082 -1.475
C 3.377 5.817 6.381
Be -2.089 -7.150 -0.213
H -6.007 -0.876 -2.448
H -3.867 0.574 -2.341
H 2.921 0.345 7.541
H 0.189 0.106 -4.327
H -3.146 -2.379 -3.220
C -2.186 -2.337 -0.409
H 2.187 2.887 2.918
H 0.837 -1.177 3.045
C -1.710 -5.236 -2.051
H -1.803 0.867 -2.209
H 2.708 -2.195 3.829
Cl -5.038 -1.654 -4.968
F -2.542 -5.254 0.709
C 1.713 -0.545 2.870
H 2.587 1.736 1.662
F 1.412 5.765 -1.270
H -2.485 -2.871 -5.505
N 1.093 0.987 4.677
H 3.585 -1.135 5.700
O 0.727 -4.228 -3.055
H -3.400 0.009 -5.152
O -1.730 -1.112 0.435
O -1.198 2.521 -3.698
H -0.794 -5.871 -4.330
C 0.063 1.213 2.448
O 5.165 3.211 -1.583
H 3.801 -1.079 3.064
H -2.967 -2.617 0.297
C -2.657 -1.558 -3.750
H -3.317 -0.218 -0.660
H -0.766 0.594 2.802
H 3.413 1.662 3.207
H -2.492 -4.918 -1.350
O -2.184 4.636 -3.294
O 1.412 3.577 -2.110
C 0.962 -0.901 6.174
H 1.479 -1.530 6.896
O 3.053 5.215 -2.846
N -2.087 -2.076 -5.026
H 3.069 1.806 6.569
C -0.277 -3.556 -3.029
C -4.400 0.408 -3.273
H 0.085 -0.477 6.668
C 3.036 5.022 5.149
S 2.357 4.586 -1.775
Al 0.342 -7.477 -0.500
H -2.457 -5.332 -4.757
C 2.385 1.007 6.864
H 1.564 1.448 7.429
C 2.891 -1.132 3.661
S 4.194 3.174 -0.541
H 0.742 -1.796 -3.575
F 3.278 1.921 -0.952
F 0.531 -2.484 -7.217
C -1.332 -1.097 -3.118
Cl -4.440 2.022 -4.090
H -0.766 -5.469 -1.529
Cl -1.250 3.923 -4.135
O 0.055 4.497 -4.038
C -0.100 -2.058 -2.927
H 0.201 1.009 1.389
C -1.360 -0.100 -1.929
C -1.469 -5.009 -4.409
C 1.358 0.899 3.217
H 1.994 5.179 4.871
H -2.087 -6.177 -2.489
H -1.391 0.696 -4.577
H 2.643 5.643 7.166
O 0.751 2.075 5.054
H -6.120 0.845 -2.117
F -4.123 -1.752 -1.056
C -1.087 -1.370 -5.404
```

For the orbital gap, the calculation gives 2.558 eV. As for the net charge: -1. For the HOMO energy, the calculation gives -5.8683 eV.

No. 3
The following is a quantum chemistry calculation of a structure of composition C25H45AlClF5ILiN5O16PS, from the Open Molecules 2025 dataset.

The geometry in XYZ format:
```
102
C25H45AlClF5ILiN5O16PS, DFT ωB97M-V/def2-TZVPD
C 1.592 -1.715 3.149
H 2.648 -2.860 6.264
H 3.049 2.308 -10.870
H -5.949 -0.076 1.069
F 2.975 -2.169 -1.990
H -1.188 -4.866 1.103
C 3.834 1.173 4.679
O 0.547 -4.147 -0.006
O -8.866 2.757 0.378
S -0.602 3.526 4.234
O -1.540 4.726 -1.292
C 2.335 0.539 4.620
H 0.456 -1.045 -8.247
O -8.584 1.349 -1.501
I 3.404 0.190 1.530
F 0.020 0.187 -2.376
C 2.649 3.244 -8.955
H -4.357 4.963 2.433
F -2.298 0.106 -2.328
H -4.620 -1.200 0.416
N 0.476 -2.032 2.466
H -2.925 0.070 1.028
H 3.414 2.696 -8.398
C 0.044 -3.461 2.379
H 2.202 -0.283 5.428
H -4.191 -2.214 2.840
H 4.624 0.409 4.299
N 0.510 1.779 2.108
N 6.992 -3.315 -0.461
H 3.934 2.098 4.010
H -2.088 -1.790 1.887
H 0.948 -2.553 5.416
H -5.635 -1.194 3.463
H 3.915 3.830 -10.604
O 0.004 0.954 -8.654
O 5.562 -1.674 0.139
C -5.428 -1.100 1.241
H -1.248 -0.660 -8.536
H -4.447 4.744 0.668
Cl -8.782 1.381 -0.067
C -3.805 0.040 3.084
H 2.177 3.828 -10.981
C -0.551 -3.905 0.954
O 1.353 2.668 -8.736
O -7.665 0.729 0.588
H 0.778 -1.599 0.070
C 4.297 1.578 6.174
H 1.690 -4.236 5.331
H 5.436 -2.888 2.294
O -10.008 0.689 0.268
H 0.895 -5.928 -1.258
H -0.103 0.445 3.674
C 1.284 1.328 -8.849
C 6.161 -2.701 0.413
O 0.882 -6.318 0.841
O -1.110 3.738 -3.564
O -1.081 -0.797 -0.530
O 2.206 0.587 -9.106
H 1.611 1.389 4.919
C 1.965 -3.107 5.365
P -2.167 4.385 -2.646
C -1.128 0.228 -1.501
H 5.453 1.710 6.146
H 3.889 2.604 6.524
F 3.949 -2.074 4.092
H 0.844 -4.226 2.670
H -3.381 -0.178 4.140
N 6.047 -3.317 1.615
C 2.970 3.307 -10.437
C -2.513 0.186 2.091
C -0.226 -0.794 1.910
O -3.329 3.411 -2.433
C -3.819 4.611 1.552
C 0.778 -5.551 -0.165
H -0.814 -3.587 3.157
H 2.614 4.257 -8.549
O -2.693 5.665 -3.307
H -3.573 3.553 1.679
H 4.113 0.744 6.957
H -4.408 1.027 3.109
H -2.170 5.034 0.623
H 2.755 -3.618 3.337
H -1.247 -3.144 0.455
H 0.712 0.239 0.031
C -4.753 -1.211 2.704
C 1.987 -0.146 3.203
H 6.531 -4.162 1.859
Li 1.849 0.085 -3.173
F -1.178 1.539 -0.951
Al -2.071 4.019 -5.369
C -0.226 -0.441 -8.849
H -0.127 -0.688 -9.909
H -6.158 -1.989 1.086
O -2.626 5.366 1.410
H -2.057 1.209 2.325
C 0.540 0.410 2.702
H 7.103 -2.888 -1.367
C 0.134 2.687 2.974
H 7.494 -4.161 -0.256
N -1.624 -0.990 2.377
C 0.096 -0.690 0.332
C 2.633 -2.636 3.943
```

For the orbital gap, the calculation gives 1.961 eV. For the HOMO energy, the calculation gives -7.6408 eV.

For reference, max |F| by record: 3.3, 5.3, 5.5 eV Å⁻¹.